Here is a structure of composition C18H36HgO12S4 in a non-equilibrium geometry from the OMol25 dataset. Energies are from ωB97M-V/def2-TZVPD.

Structure (XYZ):
```
71
Properties=species:S:1:pos:R:3:forces:R:3:mulliken_charge:R:1
Hg 8.2671 8.9470 -11.9722 0.6 -1.0 -1.3 2.253
O 5.8626 11.1300 -14.4853 -0.3 0.2 0.3 -0.534
C 6.5937 10.3760 -13.6383 1.5 -1.4 -0.1 0.867
O 7.8642 10.4147 -13.7301 -0.4 1.0 -0.1 -0.639
O 6.0412 9.5746 -12.8617 -1.1 0.6 0.1 -0.602
H 6.4768 11.7238 -14.9346 0.1 -0.2 0.0 0.320
C 10.3550 6.3972 -12.5050 0.2 0.6 0.1 -0.541
O 9.2245 7.1134 -12.8058 -0.7 0.2 -0.2 -0.752
H 10.1993 5.3030 -12.4876 -0.2 0.0 0.2 0.255
H 11.1458 6.5283 -13.2727 0.1 0.1 0.1 0.108
H 10.7967 6.6850 -11.5316 0.1 -0.2 0.0 0.025
C 3.7567 11.6502 -9.6252 -0.6 0.5 0.2 -0.795
C 4.3676 12.1052 -8.2805 0.4 -0.1 0.6 -0.689
C 5.8750 11.8199 -8.3330 0.1 -0.3 -0.6 -0.808
S 5.9704 10.2035 -9.1923 -0.3 1.1 -0.6 1.193
O 5.7442 9.1463 -8.2323 0.1 0.1 -0.1 -0.726
O 7.1387 10.1798 -10.0494 0.1 0.0 0.5 -0.668
C 4.4727 10.4353 -10.2024 0.6 0.4 0.6 -0.220
H 3.7716 12.5204 -10.2825 0.3 -0.2 -0.3 0.330
H 2.6978 11.3918 -9.5708 0.0 0.2 0.5 0.351
H 3.9312 11.6123 -7.4111 -0.1 -0.2 -0.1 0.292
H 4.2413 13.1751 -8.1237 -0.2 0.0 -0.1 0.395
H 6.4612 11.7675 -7.4167 -0.5 -0.3 0.3 0.485
H 6.3952 12.5756 -8.9257 -0.1 -0.3 -0.4 0.363
H 3.9007 9.5303 -10.0304 0.0 -0.1 -0.4 0.225
H 4.7701 10.6014 -11.2351 0.1 -0.6 0.0 0.104
C 13.3995 9.3060 -14.6449 0.5 -0.1 -1.1 -0.620
C 13.6645 8.4133 -13.4441 0.3 -0.2 1.1 -0.514
C 13.2484 9.1776 -12.1663 -0.7 0.2 -0.7 -0.382
S 11.8443 10.2391 -12.7694 1.1 -0.1 -0.6 0.747
O 12.2601 11.6172 -12.6299 -0.3 -0.2 0.0 -0.699
O 10.5610 9.8071 -12.2853 0.3 0.3 0.5 -0.496
C 11.9683 9.7559 -14.5165 -0.3 -0.2 0.7 -0.685
H 13.5619 8.7972 -15.6005 -0.2 -0.3 0.2 0.358
H 14.1111 10.1327 -14.7332 -0.1 0.2 0.6 0.290
H 14.7013 8.0786 -13.3893 0.1 0.2 0.0 0.369
H 13.0658 7.5020 -13.3900 -0.1 0.0 -0.8 0.099
H 14.0257 9.8158 -11.7561 -0.2 0.3 -0.1 0.414
H 12.8400 8.5357 -11.3930 0.0 0.0 0.1 0.118
H 11.5985 10.5827 -15.1157 0.2 0.1 0.0 0.474
H 11.3316 8.8781 -14.6487 -0.3 0.2 0.1 0.255
C 9.0963 8.7651 -6.5263 -0.4 0.3 -0.7 -0.375
C 10.1755 7.6896 -6.3763 0.7 0.3 -0.3 -0.798
C 10.4649 7.1821 -7.7947 -1.7 0.2 -0.3 -0.437
S 10.3946 8.6308 -8.8731 0.5 0.2 1.1 0.953
O 9.5287 8.3617 -9.9891 0.1 0.0 0.1 -0.193
O 11.7566 9.0800 -9.0862 -0.5 0.1 -0.2 -0.824
C 9.5470 9.7068 -7.6634 0.9 -0.2 0.9 -0.686
H 8.9694 9.3597 -5.6227 0.0 -0.1 0.1 0.460
H 8.1258 8.3407 -6.7935 0.1 -0.2 0.1 0.142
H 9.8419 6.8796 -5.7332 0.1 0.0 0.0 0.398
H 11.0843 8.1420 -5.9710 -0.1 -0.1 0.3 0.325
H 9.5463 6.6479 -8.0637 0.3 -0.3 -0.4 0.118
H 11.3460 6.6036 -8.0445 0.2 0.1 0.3 0.486
H 8.7930 10.3600 -8.0804 -0.2 -0.3 -0.4 0.052
H 10.3191 10.3368 -7.2137 0.2 0.0 -0.4 0.428
C 3.9968 5.3016 -10.3610 -0.8 -0.5 0.4 -0.664
C 4.9220 4.6403 -11.3956 -0.3 0.1 -0.3 -0.582
C 6.3137 4.6325 -10.7863 -0.3 0.6 0.0 -0.829
S 6.4636 6.3026 -10.0915 1.0 -0.9 -0.1 1.090
O 6.7850 7.2263 -11.1527 -1.2 -0.2 0.4 -0.721
O 7.3733 6.2360 -8.9723 -0.3 0.2 0.3 -0.834
C 4.7287 6.3665 -9.5376 0.6 -0.4 0.3 -0.145
H 3.6140 4.5255 -9.6915 0.2 0.1 0.1 0.266
H 3.0984 5.7195 -10.8153 0.2 0.1 -0.2 0.358
H 4.8019 5.2188 -12.3133 0.7 0.0 -0.1 0.289
H 4.6218 3.6209 -11.6368 -0.2 0.0 0.1 0.426
H 7.1534 4.4059 -11.4381 0.0 0.3 -0.2 0.416
H 6.3548 3.9562 -9.9309 0.0 0.0 0.1 0.377
H 4.2982 7.3591 -9.5281 0.2 0.2 -0.4 -0.239
H 4.8247 6.0780 -8.4907 0.0 0.0 0.0 0.425
```
Forces are in eV/Å.

For the lowest unoccupied orbital energy, the calculation gives 0.242 eV. Its multiplicity is 1. The calculation puts the relative energy (zero: lowest compared OMol25 entry of this formula, charge and spin) at 0.0 kcal/mol. For the HOMO energy, the calculation gives -7.05 eV.



Here is a structure of composition C18H36NO3PdSi2 in a non-equilibrium geometry from the OMol25 dataset. Energies are from ωB97M-V/def2-TZVPD.

Structure (XYZ):
```
61
Properties=species:S:1:pos:R:3:forces:R:3:mulliken_charge:R:1
Pd 0.2677 -0.0327 0.3622 -0.8 0.6 0.6 -0.473
C 3.0185 -2.0361 1.6102 -0.1 0.0 0.0 -0.874
O 2.4600 -0.7328 1.4712 0.2 0.0 -0.1 0.016
C 2.6047 0.0839 2.6309 0.1 -0.1 -0.1 -0.866
C 1.4845 -0.1772 3.5962 -0.2 0.0 0.1 -0.410
O 0.2711 0.1023 2.9077 -0.1 -0.1 0.1 -0.054
C -0.8738 -0.5797 3.4233 0.2 0.2 0.0 -0.742
C -0.8698 -2.0427 3.0876 0.0 -0.3 -0.2 -0.631
O -0.8162 -2.1861 1.6802 -0.1 0.0 0.0 0.223
C -0.9355 -3.5392 1.2629 0.0 0.1 0.0 -0.871
H 4.0846 -1.9712 1.8314 0.0 0.0 0.0 0.348
H 2.8803 -2.5517 0.6625 0.0 0.0 0.0 0.249
H 2.5177 -2.6042 2.3993 0.0 0.0 0.0 0.296
H 2.5749 1.1169 2.2904 0.0 0.1 -0.1 0.165
H 3.5698 -0.0942 3.1115 0.0 0.0 0.0 0.466
H 1.5828 0.4652 4.4753 0.0 0.0 0.0 0.322
H 1.5046 -1.2165 3.9307 0.0 0.0 0.0 0.396
H -1.7363 -0.1031 2.9606 0.0 0.0 0.0 0.235
H -0.9440 -0.4521 4.5060 0.0 0.0 0.1 0.362
H -1.7833 -2.4959 3.4880 0.0 0.0 0.0 0.550
H -0.0215 -2.5636 3.5453 0.0 0.0 0.0 0.317
H -1.8488 -3.9890 1.6580 0.0 0.0 0.0 0.324
H -0.0750 -4.1264 1.5959 0.0 0.0 0.0 0.317
H -0.9771 -3.5426 0.1751 0.0 0.0 0.1 0.132
C -2.8233 -1.0240 -1.0562 -0.4 0.0 0.2 -0.854
Si -1.3790 -0.7208 -2.1674 0.2 0.5 0.1 0.553
C -0.2711 -2.2035 -2.2480 0.3 -0.3 -0.1 -0.878
C -1.9534 -0.2219 -3.8489 -0.2 0.1 -0.4 -1.112
C -0.3958 0.7209 -1.4144 0.4 -0.5 0.4 2.181
C -1.1996 1.7900 -0.7631 0.1 -0.2 -0.7 -1.343
C -1.9667 2.7971 -1.3259 -0.1 0.2 0.1 -0.772
C -2.5879 3.6806 -0.4576 0.0 0.0 0.0 -0.536
C -2.4271 3.5291 0.9188 0.0 0.0 0.0 -1.036
C -1.6523 2.4887 1.3887 0.1 -0.2 0.2 -0.576
N -1.0558 1.6397 0.5477 0.2 -0.2 0.1 0.602
Si 1.3384 1.2913 -1.9063 -0.4 0.4 -0.3 0.541
C 1.2476 2.0597 -3.5893 0.0 0.1 -0.4 -1.104
C 1.8762 2.5976 -0.7000 0.1 0.4 0.1 -0.827
C 2.5470 -0.1025 -1.9299 0.3 -0.4 0.1 -0.784
H -3.3374 -1.9525 -1.3262 0.0 0.1 0.0 0.443
H -3.5463 -0.2045 -1.1401 0.0 -0.1 0.0 0.332
H -2.5137 -1.0968 -0.0113 0.0 0.0 0.0 0.060
H -0.8591 -3.1191 -2.3743 0.1 0.1 0.0 0.430
H 0.3280 -2.3196 -1.3403 0.0 -0.1 0.0 0.044
H 0.4226 -2.1353 -3.0927 -0.1 -0.1 0.1 0.342
H -2.5673 -1.0115 -4.2971 0.1 0.1 0.0 0.398
H -1.1124 -0.0230 -4.5196 -0.1 0.0 0.0 0.309
H -2.5686 0.6823 -3.7920 0.0 -0.1 -0.1 0.296
H -2.0612 2.8833 -2.4017 0.0 0.0 0.1 0.460
H -3.1916 4.4909 -0.8482 0.0 0.0 0.0 0.482
H -2.8934 4.2090 1.6187 0.0 0.0 0.0 0.468
H -1.4904 2.3252 2.4478 0.0 0.0 -0.1 0.557
H 0.5494 2.9054 -3.5936 0.1 -0.1 -0.1 0.306
H 0.9112 1.3352 -4.3398 0.1 0.1 0.1 0.310
H 2.2306 2.4345 -3.9000 -0.1 0.0 0.0 0.381
H 1.2769 3.5066 -0.8323 0.1 -0.1 0.0 0.313
H 2.9273 2.8536 -0.8735 -0.1 0.0 0.0 0.404
H 1.7727 2.2957 0.3422 0.1 0.0 0.1 0.073
H 2.2369 -0.9289 -2.5720 0.1 0.1 0.0 0.308
H 2.7692 -0.4936 -0.9316 0.0 0.0 -0.1 0.002
H 3.4796 0.3099 -2.3327 0.0 -0.1 0.1 0.429
```
Forces are in eV/Å.

Its net charge is +1. For the lowest unoccupied orbital energy (spin up / spin down), the calculation gives -3.582 / -3.582 eV. Its multiplicity is 1. The calculation puts the relative energy (zero: lowest compared OMol25 entry of this formula, charge and spin) at 17.2 kcal/mol. For the HOMO energy (spin up / spin down), the calculation gives -11.68 / -11.68 eV.



Here is a structure of composition C18H36O29S7 in a non-equilibrium geometry from the OMol25 dataset. Energies are from ωB97M-V/def2-TZVPD.

Structure (XYZ):
```
90
Properties=species:S:1:pos:R:3:forces:R:3:mulliken_charge:R:1
C -1.8366 -0.4191 0.6675 0.5 0.0 1.0 -0.688
C -1.0745 -0.2548 -0.6553 -0.1 -0.7 1.9 -0.570
C -1.7338 0.9769 -1.1689 1.2 0.1 -0.2 -0.265
O -1.9760 1.7838 -0.0090 -0.6 0.7 0.2 -0.424
C -1.8268 1.0586 1.2432 -0.8 -1.7 -1.7 -0.324
H -1.4628 -1.2039 1.3251 0.5 0.2 0.1 0.382
H -2.8662 -0.7416 0.5125 -0.3 0.4 -0.2 0.287
H -1.0471 -1.1352 -1.2974 -0.1 0.2 0.0 0.371
H -0.0832 -0.0041 -0.2777 0.4 -0.1 -0.7 0.233
H -2.5951 0.7262 -1.7880 -0.5 0.3 0.4 0.268
H -0.9942 1.4473 -1.8167 -0.3 0.7 -0.1 0.225
H -2.6743 1.1173 1.9262 -0.5 0.6 -0.4 0.245
H -1.0056 1.5024 1.8060 0.6 -0.7 -0.3 0.262
C -3.2085 -5.1433 -5.1770 -1.6 -1.2 2.4 -0.259
C -2.0922 -5.4585 -5.9977 2.3 -1.2 -2.0 -0.313
O -2.1664 -4.5445 -7.0847 -0.6 1.9 -0.2 -0.338
S -2.6998 -3.0624 -6.4974 0.5 0.0 -2.2 1.081
O -3.7814 -2.5217 -7.3540 2.8 -1.5 2.4 -0.517
O -1.4940 -2.2746 -6.2326 -2.8 -1.3 0.0 -0.504
O -3.3090 -3.7539 -5.1673 -0.5 2.1 -0.2 -0.289
H -3.0442 -5.4741 -4.1515 0.0 0.2 0.1 0.285
H -4.0574 -5.7305 -5.5274 -0.7 0.9 -0.2 0.279
H -2.2524 -6.4450 -6.4326 0.5 -0.1 0.0 0.292
H -1.1308 -5.3915 -5.4886 0.1 0.1 -0.1 0.282
C -8.8332 0.3676 -4.7459 1.5 -0.5 1.7 -0.177
C -7.8519 1.5119 -4.5411 1.0 1.4 -1.0 -0.220
O -8.5617 2.7476 -4.8817 -1.7 -0.1 -0.1 -0.339
S -10.1696 2.5075 -5.1938 -0.5 -0.4 0.4 1.093
O -10.4526 2.4364 -6.6285 0.8 0.4 2.7 -0.508
O -11.0139 3.3456 -4.3138 2.4 -2.3 -2.2 -0.511
O -10.0822 0.9192 -4.6084 -2.7 2.6 -1.2 -0.362
H -8.8718 -0.2788 -3.8691 0.9 -0.5 -0.2 0.283
H -8.5430 -0.1925 -5.6349 -0.9 0.1 -0.3 0.263
H -7.0291 1.5322 -5.2558 -0.1 -0.5 -0.2 0.234
H -7.3344 1.6413 -3.5906 -0.8 -0.1 0.4 0.243
C 1.7374 6.3155 1.0794 0.1 -1.9 1.2 -0.191
C 0.4794 7.0810 1.1732 -1.9 1.4 0.9 -0.244
O 0.9056 8.4101 1.0081 0.0 3.1 0.2 -0.352
S 2.3951 8.6899 1.6263 -1.3 0.5 -0.6 1.076
O 2.3168 8.6159 3.0809 0.5 -0.1 -2.4 -0.520
O 3.0088 9.8728 0.9735 -1.5 -3.9 1.5 -0.501
O 2.7912 7.2306 0.9641 2.4 1.6 -0.2 -0.329
H 1.6451 5.5895 0.2716 0.9 0.2 -0.1 0.293
H 1.9080 5.8276 2.0391 -0.1 -0.6 -0.2 0.269
H -0.0281 7.0040 2.1348 0.3 -0.2 0.3 0.225
H -0.3372 6.9279 0.4677 0.6 -0.2 -0.5 0.273
C 1.1631 0.3487 11.1413 1.7 2.2 1.0 -0.413
C 2.3857 -0.4184 10.7376 0.2 -1.1 0.8 -0.230
O 2.4912 -0.3256 9.3077 -0.7 1.0 -1.0 -0.288
S 1.1202 0.3635 8.6990 -0.9 3.3 0.9 1.092
O 0.5104 -0.4241 7.6656 1.1 0.7 1.2 -0.501
O 1.2161 1.8774 8.5331 0.3 -5.4 0.6 -0.537
O 0.3041 0.0717 10.1185 -2.0 -0.8 -2.7 -0.333
H 1.2530 1.4332 11.0792 0.8 0.3 0.6 0.314
H 0.8741 0.1167 12.1664 -0.7 -0.5 -0.4 0.313
H 2.1295 -1.4454 10.9982 0.2 -0.4 -0.4 0.247
H 3.3292 -0.2272 11.2489 0.0 0.6 -0.4 0.333
C 1.4570 6.0476 -5.5548 0.1 0.7 -0.8 -0.370
C 2.8502 6.6983 -5.5748 -1.4 1.1 -0.3 -0.240
O 3.8270 5.6793 -5.6471 -0.3 -1.0 -0.1 -0.315
S 3.1381 4.1874 -5.5337 0.4 1.0 -1.7 1.088
O 3.8501 3.4511 -4.5502 -0.8 0.3 -0.1 -0.493
O 2.9759 3.6292 -6.8703 -0.2 1.1 2.3 -0.527
O 1.7611 4.8145 -4.9362 -0.4 -1.7 0.1 -0.286
H 0.9313 5.9971 -6.5083 0.7 -1.0 -0.6 0.263
H 0.6873 6.6342 -5.0533 0.5 -0.3 1.2 0.333
H 2.8810 7.2762 -4.6511 0.8 -0.2 0.1 0.262
H 2.9137 7.3801 -6.4229 0.4 -0.1 0.0 0.286
C 6.4206 -1.4127 3.1361 0.9 0.0 -2.4 -0.389
C 5.7521 -2.5640 2.3390 0.8 1.1 0.3 -0.199
O 6.3413 -2.5116 1.0170 1.3 -0.2 -0.8 -0.314
S 7.5769 -1.3740 0.8764 -0.5 0.3 1.0 1.129
O 7.5735 -0.6369 -0.3900 -0.4 -2.0 2.9 -0.509
O 8.8405 -1.9213 1.4035 -2.8 1.0 -1.1 -0.527
O 6.7842 -0.4875 2.0123 0.6 0.2 0.1 -0.350
H 7.4274 -1.6399 3.4864 -0.5 -0.4 0.9 0.314
H 5.7092 -0.9670 3.8314 0.5 0.4 -0.2 0.296
H 4.6888 -2.3394 2.2549 0.1 -0.2 -0.3 0.291
H 5.9158 -3.5153 2.8453 0.1 -0.1 -0.4 0.259
C 2.4341 -8.9591 3.0842 2.9 0.6 0.9 -0.244
C 1.4231 -9.9987 2.8823 -3.6 0.3 -0.9 -0.202
O 0.4872 -9.3052 1.9703 -0.9 1.2 -1.4 -0.374
S 0.4647 -7.6415 2.1781 -1.5 -0.7 3.9 1.127
O -0.3413 -7.3198 3.4085 2.2 -1.1 -3.6 -0.544
O 0.2249 -6.8329 1.0096 0.8 -1.8 1.1 -0.495
O 2.0130 -7.6928 2.6020 -0.6 1.1 -0.5 -0.299
H 3.3524 -9.1869 2.5430 -0.1 0.0 -0.2 0.268
H 2.7648 -8.8407 4.1161 -0.4 0.0 0.2 0.271
H 0.7235 -10.2379 3.6832 0.8 0.0 0.7 0.239
H 1.7078 -10.9370 2.4062 0.3 0.4 -0.2 0.251
```
Forces are in eV/Å.

For the lowest unoccupied orbital energy, the calculation gives -0.018 eV. Its multiplicity is 1. The calculation puts the relative energy (zero: lowest compared OMol25 entry of this formula, charge and spin) at 148.7 kcal/mol. For the HOMO energy, the calculation gives -9.79 eV.



Number 1: E_tot -3356.41822 a.u.. Number 2: E_tot -1694.59803 a.u.. Number 3: E_tot -5676.30584 a.u..